Computed, not measured: C34H32N5ReS as an isolated structure in a non-equilibrium geometry, with ωB97M-V with the def2-TZVPD basis set.

The geometry in XYZ format:
```
73
Properties=species:S:1:pos:R:3:forces:R:3
Re 0.299300 0.612286 -0.099191 0.29 -1.65 2.54
S -0.610986 1.996650 -1.601413 0.23 -1.11 0.53
N 1.561881 -2.225133 -1.513825 0.00 0.10 0.02
N 2.073939 -0.265838 -0.404335 -0.33 -0.01 -0.18
N 3.712253 -1.431308 -1.574939 -0.02 0.25 0.07
N -2.407121 3.681360 -0.597547 0.29 -0.48 0.37
N -1.717277 3.946218 -2.847276 0.45 -0.46 -0.04
C 0.180545 -2.284840 -1.241815 -0.26 0.02 0.07
C 4.111291 -3.274849 -4.772514 -0.01 -0.01 0.03
C 2.668950 -1.268412 -4.331540 0.02 -0.08 0.04
C 3.709440 3.013322 -0.973425 0.04 0.08 0.03
C 5.143905 -3.275868 -2.208963 -0.13 0.00 0.12
C 5.620014 -4.181979 -3.137548 0.04 -0.04 -0.01
C 2.893976 0.886064 -0.175319 -0.41 0.12 0.13
C -0.472195 -3.443690 -1.694447 0.06 -0.02 -0.02
C -0.602387 -0.036124 5.791194 0.00 0.02 -0.16
C -1.818877 -3.600025 -1.409965 0.05 0.07 0.02
C 2.931544 1.888958 -1.163911 -0.09 0.00 0.02
C 3.637067 -2.326698 -3.868458 0.03 0.16 0.08
C -3.351770 5.394674 -1.924805 0.09 -0.14 0.04
C -1.008608 1.283639 3.827319 0.02 0.07 -0.34
C 3.650381 1.000020 1.011632 -0.12 -0.01 0.15
C -4.064074 5.075323 0.483426 0.01 -0.06 0.06
C 2.446409 -1.292562 -1.162070 0.18 -0.46 -0.05
C -1.117761 1.108586 5.188363 -0.04 -0.02 0.14
C 0.010737 -1.027163 5.026796 -0.01 -0.12 0.14
C 0.272189 -4.495797 -2.475774 -0.07 0.03 0.08
C -0.152102 0.475323 1.680617 0.30 1.18 -4.04
C -0.524061 -1.296903 -0.536888 0.63 1.06 0.06
C -2.553461 4.970345 -2.974158 -0.18 0.18 0.11
C -3.250668 4.708523 -0.711438 -0.08 0.25 -0.34
C 4.440823 2.129519 1.157393 -0.06 -0.10 0.05
C -1.698296 3.364847 -1.660572 -0.96 1.33 0.05
C 0.136685 -0.868077 3.666998 -0.07 0.23 -0.30
C 4.152116 -2.368134 -2.567208 0.07 -0.26 -0.22
C 4.466544 3.125234 0.186170 -0.04 0.03 -0.11
C 5.086383 -4.192055 -4.418691 -0.01 0.00 -0.02
C -2.522321 -2.645339 -0.685765 -0.03 -0.03 -0.05
C -1.875154 -1.508530 -0.251093 -0.06 0.11 0.18
C 3.589027 -0.075121 2.057529 0.05 0.08 -0.11
C -0.359600 0.305451 3.045209 0.10 -0.42 0.77
H 2.367850 1.756411 -2.079972 0.02 -0.03 -0.02
H -2.322945 -4.492934 -1.756323 -0.01 0.00 0.00
H -1.612828 1.858750 5.789492 0.02 0.01 0.00
H 1.069906 -4.954191 -1.883215 0.01 -0.01 -0.04
H 5.445853 -4.902194 -5.151062 0.00 0.00 0.01
H 2.809983 -0.336731 -3.781173 -0.03 0.02 -0.02
H -4.689945 5.941126 0.284371 -0.01 0.00 0.04
H -0.408978 -5.291537 -2.765718 0.03 -0.02 -0.02
H -2.569426 5.452737 -3.943907 -0.05 0.03 0.03
H 3.732174 3.789691 -1.725333 0.02 0.00 0.01
H 1.626052 -1.576579 -4.222320 -0.01 0.00 0.03
H 6.401253 -4.877156 -2.862983 -0.02 -0.01 0.01
H 1.952295 -3.029593 -1.986524 0.05 0.02 -0.07
H -0.686088 -0.161737 6.862402 -0.02 -0.01 0.00
H 3.722313 -3.265571 -5.783317 0.03 0.00 0.00
H -4.694030 4.232474 0.770154 -0.03 0.02 -0.02
H -3.408988 5.286290 1.328855 0.01 0.04 -0.02
H 0.382049 -1.925220 5.501770 0.00 0.02 0.00
H 0.592272 -1.628930 3.045708 0.04 -0.03 0.08
H 5.530531 -3.267869 -1.196707 0.01 -0.01 -0.01
H 5.085332 4.000504 0.334142 0.01 -0.02 0.02
H -3.570266 -2.795429 -0.465895 0.00 0.03 0.00
H 0.704842 -4.086729 -3.393111 0.03 -0.03 0.00
H -2.419196 -0.755323 0.305316 -0.03 -0.04 0.00
H -4.031829 6.226094 -2.040765 0.01 0.00 0.00
H -1.407893 2.165972 3.344247 0.02 0.01 0.01
H 5.045781 2.232896 2.049038 -0.02 0.03 0.01
H 4.080535 -0.988868 1.714678 -0.02 -0.01 0.02
H 4.079415 0.249216 2.972090 0.00 -0.02 0.00
H 2.551591 -0.321728 2.279856 0.01 -0.06 0.07
H 2.833547 -1.062948 -5.387345 -0.02 0.04 0.01
H 4.415629 -0.868219 -1.120688 -0.05 0.14 -0.04
```
Forces are in eV/Å.

As for the lowest unoccupied orbital energy: -7.956 eV. The charge is +2. As for the relative energy (zero: lowest compared OMol25 entry of this formula, charge and spin): 49.4 kcal per mole. The HOMO-LUMO gap is 5.84 eV. Its HOMO energy is -13.79 eV.


Computed, not measured: C11H19ClCuNO8 as an isolated structure in a non-equilibrium geometry, with ωB97M-V with the def2-TZVPD basis set.

The geometry in XYZ format:
```
41
Properties=species:S:1:pos:R:3:forces:R:3
Cu -2.246645 -1.109856 0.397960 -0.78 -0.68 -1.87
Cl -4.587775 -1.605976 -0.805090 0.56 0.24 0.84
O -1.363615 2.493894 1.168640 1.46 2.27 5.18
O 1.789765 1.090764 0.868120 -2.92 0.20 -0.04
O -1.305595 -2.363486 -1.561030 0.58 1.53 -1.67
O -2.185305 -2.200346 -4.507480 1.96 0.83 0.56
O -1.883615 -2.174976 4.740840 0.26 -0.12 -1.46
O 0.033695 -0.426486 0.749160 4.36 1.52 -0.35
O -2.594685 1.169784 -0.025420 1.91 1.24 -0.37
O -1.644615 -2.367306 2.556190 -0.43 0.94 0.11
N -1.491045 -2.714636 3.698740 -0.48 0.20 0.86
C 1.215305 -0.126626 0.481920 -3.84 -0.20 0.05
C -0.714135 -3.955456 3.849140 -0.91 -0.05 -0.20
C -0.555725 3.700204 1.115310 0.56 -0.29 0.35
C 3.104565 1.260454 0.498600 2.18 -2.11 -0.07
C -0.894945 -1.748096 -4.070910 -2.30 -1.43 -1.07
C 2.211395 -0.906596 -0.307640 1.76 0.65 -0.05
C -0.646335 4.133994 -0.302060 0.37 0.80 -1.67
C -0.642075 -1.616706 -2.585450 -0.22 -1.03 3.46
C -1.013255 2.856734 -1.054220 -0.61 -1.00 0.39
C -1.728845 2.041194 0.050960 -2.45 -1.72 -3.40
C 3.451125 0.017164 -0.314200 0.87 -1.12 -0.16
H -0.570785 -0.882166 -4.648130 -0.19 0.69 0.07
H -0.984125 -4.536996 2.967660 0.50 -0.06 0.08
H 3.734545 0.299954 -1.328010 -0.21 -0.08 -0.07
H 2.031695 -1.048646 -1.373300 -1.19 -0.49 0.42
H 3.661275 1.229084 1.435190 0.34 0.58 -0.11
H 2.428915 -1.839216 0.212930 -0.31 -0.12 -0.29
H -0.227355 -2.499336 -4.492900 0.04 -0.81 -0.02
H -0.130565 2.268444 -1.305010 0.05 0.01 -0.24
H -1.692355 2.890764 -1.906140 0.32 0.36 -0.04
H 0.475005 3.510784 1.415000 0.06 -0.89 -0.28
H 0.307595 -3.576366 3.827670 0.09 -0.75 0.40
H 3.479715 2.014594 -0.193230 -1.24 1.25 0.68
H -0.779425 4.506274 1.814090 -1.25 -0.45 0.22
H 0.409365 -1.853736 -2.422960 1.09 -0.28 -0.66
H -1.146045 -4.411326 4.740060 0.95 -0.10 0.14
H 0.307415 4.576174 -0.590050 0.14 -0.22 -0.29
H 4.330605 -0.489686 0.082940 0.01 -0.01 0.11
H -1.351025 4.941624 -0.500200 -0.41 -0.21 0.30
H -0.592095 -0.547866 -2.377680 -0.69 0.93 0.14
```
Forces are in eV/Å.

As for the lowest unoccupied orbital energy (spin up / spin down): 2.109 / 2.109 eV. The charge is -1. The HOMO-LUMO gap (spin up / spin down) is 4.90 / 4.86 eV. Its spin multiplicity is 2. Its HOMO energy (spin up / spin down) is -2.80 / -2.75 eV.


Look up the charge of the second one. -1